C6H10O | wB97M-V/def2-TZVPD

Results
Electronic energy: -8431.047 eV
HOMO: -9.5705 eV
SMILES: CC/C=C\C(C)=O
Energy above the lowest of the compared OMol25 structures with the same formula, charge and spin: 18.7 kJ/mol
2S+1: 1
Gap between HOMO and LUMO: 10.12 eV
LUMO energy: 0.5 eV
Net charge: 0

```
17
Properties=species:S:1:pos:R:3:forces:R:3:mulliken_charge:R:1
C -2.046 -0.206 0.789 -0.046 -0.075 0.003 -0.995
C -1.268 1.117 0.791 0.018 0.056 0.024 -0.510
C -0.440 1.298 -0.453 0.118 -0.106 -0.048 -0.300
C 0.657 0.611 -0.797 -0.150 0.150 0.015 -0.430
C 1.288 -0.463 0.013 -0.026 -0.079 0.217 0.937
C 2.256 -1.350 -0.738 0.015 -0.081 0.024 -1.311
O 1.044 -0.648 1.192 0.080 0.091 -0.414 -0.555
H -1.356 -1.052 0.836 -0.123 0.110 -0.024 0.291
H -2.704 -0.260 1.662 0.079 0.008 -0.117 0.291
H -2.662 -0.308 -0.110 0.059 0.041 0.109 0.311
H -1.970 1.954 0.869 0.124 -0.111 0.020 0.343
H -0.612 1.130 1.665 -0.102 0.047 -0.085 0.276
H -0.792 2.043 -1.167 0.043 -0.122 0.094 0.344
H 1.123 0.816 -1.760 -0.062 -0.035 0.123 0.307
H 3.153 -0.784 -1.014 -0.116 -0.040 0.038 0.331
H 2.535 -2.198 -0.112 0.000 0.117 -0.097 0.337
H 1.793 -1.700 -1.668 0.089 0.029 0.118 0.335
```
Forces are in eV/Å.

---

H22O23S3Zn2 | wB97M-V/def2-TZVPD

Results
Electronic energy: -176795.017 eV
HOMO (spin up / spin down): -5.4478 / -5.4080 eV
2S+1: 2
Gap between HOMO and LUMO (spin up / spin down): 5.89 / 5.34 eV
LUMO energy (spin up / spin down): 0.4 / -0.1 eV
Net charge: -1

```
50
Properties=species:S:1:pos:R:3:forces:R:3:lowdin_spin:R:1
Zn 0.436 2.426 -2.043 -0.339 0.577 1.622 0.000
Zn -0.063 0.288 2.084 -0.639 0.768 0.534 -0.001
S 0.200 -0.452 -0.419 0.481 1.758 0.896 0.000
O 1.126 -0.352 0.697 4.028 -0.511 0.965 0.000
O 0.412 0.674 -1.333 0.252 -2.590 -1.003 0.000
O 0.349 -1.780 -0.996 -0.769 0.490 -1.231 0.000
O -1.025 -0.238 0.321 -2.856 -0.882 -1.110 0.000
S -0.289 3.330 0.907 -0.487 5.282 2.545 0.000
O 0.828 4.240 1.005 1.951 1.112 -0.983 0.002
O 0.131 2.122 1.499 1.839 -5.143 2.095 0.000
O -1.402 3.890 1.642 -1.064 -0.383 -1.089 0.010
O -0.552 3.042 -0.501 -1.542 -0.014 -3.611 0.000
S -2.741 1.396 3.732 -1.185 -0.575 -0.298 -0.038
O -2.475 2.823 3.933 0.203 0.755 0.606 0.522
O -1.685 0.736 2.995 1.088 -0.798 -0.722 -0.014
O -2.855 0.734 4.996 -0.076 -0.147 2.106 0.267
O -4.001 1.282 3.021 -0.480 0.562 -0.110 0.252
O -3.515 0.491 0.553 -0.502 -0.250 -0.843 0.001
H -3.726 1.006 1.331 -0.276 0.116 0.287 -0.001
H -2.558 0.478 0.526 0.030 0.085 -0.170 0.000
O -1.064 2.269 -3.399 -0.307 0.212 -0.501 0.000
H -0.919 2.153 -4.338 0.214 -0.279 -0.211 0.000
H -1.918 2.697 -3.340 -0.418 0.195 0.578 0.000
O -0.459 -1.738 2.829 0.044 0.089 0.323 0.000
H -1.194 -1.701 3.442 -0.426 0.369 0.248 0.000
H -0.296 -2.674 2.707 0.453 -0.194 -0.426 0.000
O 2.802 -2.404 -0.901 1.375 -0.127 -0.217 0.000
H 2.916 -2.650 -1.819 0.075 -0.183 -0.100 0.000
H 1.856 -2.299 -0.797 -0.651 0.249 -0.158 0.000
O 2.240 2.644 -1.127 0.922 0.173 -0.643 0.000
H 3.089 2.343 -1.450 0.156 -0.260 -0.194 0.000
H 2.431 3.029 -0.272 -0.770 0.592 0.984 0.000
O -0.240 -4.264 -0.260 0.748 -1.238 0.363 0.000
H 0.138 -3.445 -0.580 -0.297 0.081 0.006 0.000
H -1.111 -4.020 0.052 -0.456 0.425 -0.215 0.000
O 3.986 -0.141 0.813 0.750 0.588 -0.012 0.000
H 4.304 -0.806 0.202 -0.075 -0.285 -0.062 0.000
H 3.037 -0.138 0.693 -0.620 -0.125 0.010 0.000
O -0.731 -1.428 -3.423 -0.154 0.259 -1.184 0.000
H -0.337 -1.561 -2.560 0.217 -0.354 0.439 0.000
H -1.555 -0.976 -3.243 -0.252 0.021 0.085 0.000
O -2.444 -2.626 -0.107 -0.327 -0.956 -0.084 0.000
H -1.933 -1.821 -0.015 0.061 0.664 0.199 0.000
H -3.020 -2.633 0.658 -0.314 0.293 0.091 0.000
O 1.604 1.989 -3.779 0.250 0.142 -0.306 0.000
H 1.982 1.111 -3.828 0.001 -0.579 0.289 0.000
H 1.626 2.310 -4.680 -0.010 0.326 -0.194 0.000
O 3.142 -2.969 1.761 0.098 -0.120 0.827 0.000
H 2.568 -3.716 1.928 -0.110 -0.219 -0.034 0.000
H 2.900 -2.671 0.884 0.165 0.031 -0.387 0.000
```
Forces are in eV/Å.

---

C10H12NS2 | wB97M-V/def2-TZVPD

Results
Electronic energy: -33715.694 eV
HOMO: -12.8254 eV
Energy above the lowest of the compared OMol25 structures with the same formula, charge and spin: 71.9 kJ/mol
2S+1: 1
Gap between HOMO and LUMO: 8.07 eV
LUMO energy: -4.8 eV
Net charge: +1

```
25
Properties=species:S:1:pos:R:3:forces:R:3:mulliken_charge:R:1
C -2.659 -1.254 -1.229 0.740 -0.805 -0.797 -0.288
C -1.377 -1.889 -1.378 -2.102 -0.994 0.196 -0.638
C -2.803 -0.177 -0.341 0.270 0.150 -0.544 -0.763
C -0.342 -1.494 -0.580 2.145 1.924 0.085 0.180
C -1.631 0.380 0.283 -2.853 0.798 1.039 0.036
C -0.443 -0.272 0.140 -0.228 -1.482 0.089 -0.244
C 2.662 -0.543 0.096 -1.789 3.060 -1.765 0.429
C 0.880 1.617 0.186 -1.664 -0.345 -2.367 -0.857
C 1.371 1.492 -1.308 -0.645 -1.111 2.299 -0.497
C 0.789 0.113 2.217 3.230 -2.344 -1.196 -1.058
N 0.731 0.303 0.761 -0.107 -0.458 -0.764 0.330
S 3.146 -1.669 0.931 1.117 -2.432 1.757 -0.053
S 2.937 0.561 -1.130 0.337 -0.159 -0.525 -0.012
H -3.425 -1.742 -1.927 0.591 1.303 1.579 0.305
H -1.413 -2.819 -1.999 0.660 1.039 0.525 0.340
H -3.799 0.281 -0.180 0.864 -0.280 -0.106 0.354
H 0.728 -1.807 -0.590 -1.324 -0.692 -0.394 0.190
H -1.788 1.299 0.998 0.482 -1.887 -1.608 0.269
H 1.603 2.059 0.724 2.536 2.194 1.898 0.669
H -0.039 2.248 0.138 0.556 -0.617 0.396 0.372
H 0.622 0.812 -1.804 0.873 1.314 -0.316 0.365
H 1.630 2.511 -1.649 -0.354 -0.847 -0.474 0.446
H 0.862 -1.028 2.382 -0.609 1.703 -0.113 0.358
H 1.783 0.464 2.596 -1.023 0.214 -0.219 0.356
H -0.026 0.556 2.665 -1.703 0.753 1.326 0.411
```
Forces are in eV/Å.

---

C28H27N4O8PtSTe | wB97M-V/def2-TZVPD

Results
Electronic energy: -73184.335 eV
HOMO (spin up / spin down): 0.1962 / -2.8760 eV
Energy above the lowest of the compared OMol25 structures with the same formula, charge and spin: 155.9 kJ/mol
2S+1: 4
Gap between HOMO and LUMO (spin up / spin down): 3.32 / 4.71 eV
LUMO energy (spin up / spin down): 3.5 / 1.8 eV
Net charge: -2

```
70
Properties=species:S:1:pos:R:3:forces:R:3:lowdin_spin:R:1
Pt 0.112 0.076 -0.299 1.870 0.840 0.272 0.483
O 4.052 0.859 -0.183 -0.320 0.182 -0.070 0.001
C 2.871 1.143 -0.354 0.883 0.042 0.207 0.002
O 2.037 0.222 -0.745 -0.346 -0.532 -0.271 0.021
C 2.400 2.554 -0.201 0.250 0.260 0.052 0.024
C 3.373 3.542 -0.096 -0.293 -0.272 0.002 -0.033
C 3.035 4.893 -0.007 0.233 0.175 -0.010 0.087
C 1.690 5.267 0.003 -0.407 0.479 0.089 0.210
C 0.691 4.295 -0.084 1.193 -1.263 -0.161 0.065
C 1.022 2.904 -0.219 0.178 1.133 0.278 0.013
O 0.075 2.040 -0.352 -0.931 -1.219 -0.384 0.150
N -0.646 4.692 -0.026 -2.095 0.494 0.045 0.045
O -0.891 5.915 0.083 0.207 -0.812 -0.089 0.029
O -1.561 3.846 -0.078 0.634 1.013 0.102 0.071
N 4.031 5.877 0.072 -0.610 -0.833 -0.106 0.220
O 3.695 7.080 0.108 -0.557 0.885 0.061 0.158
O 5.230 5.524 0.092 1.322 -0.467 0.023 0.216
H 4.407 3.236 -0.086 0.075 0.063 -0.011 -0.001
H 1.415 6.304 0.106 0.073 -0.077 -0.025 0.020
S -4.113 0.781 1.372 -1.145 0.428 0.596 0.017
C -2.724 0.394 0.730 1.640 -1.037 -1.054 0.008
N -1.762 -0.038 0.191 -1.432 1.056 0.727 0.015
C 2.063 -2.145 1.296 -0.050 -0.258 -0.034 0.017
C 0.878 -2.671 0.504 1.441 -0.649 0.990 0.044
O 0.576 -3.882 0.564 -0.010 -0.100 0.080 0.168
N 0.205 -1.838 -0.243 -1.425 0.128 -1.194 0.244
Te -1.698 -2.919 -0.768 -0.870 0.469 -0.146 0.429
C -3.480 -4.146 -1.512 0.424 -0.467 -0.107 0.128
C -3.445 -5.075 -2.546 0.230 0.052 0.000 0.014
C -2.154 -5.379 -3.249 0.023 0.007 0.013 0.009
C -4.605 -5.744 -2.929 -0.092 0.083 0.002 0.002
C -5.807 -5.517 -2.283 0.053 -0.047 -0.063 0.006
C -7.062 -6.231 -2.689 0.049 0.050 0.028 0.001
C -5.829 -4.618 -1.226 0.031 -0.004 -0.135 0.005
C -4.686 -3.942 -0.830 0.059 0.144 0.155 0.025
C -4.757 -2.996 0.330 -0.036 0.025 0.066 0.006
C -1.352 -2.143 -2.715 0.150 0.029 0.082 0.015
C -0.144 -2.419 -3.353 0.058 -0.125 0.050 0.005
C 0.893 -3.352 -2.805 -0.004 -0.028 0.155 0.011
C 0.139 -1.793 -4.562 -0.159 0.115 -0.064 -0.001
C -0.752 -0.918 -5.155 0.095 -0.125 -0.026 0.003
C -0.419 -0.255 -6.457 -0.018 0.028 0.025 0.001
C -1.956 -0.668 -4.514 0.122 -0.022 -0.019 -0.001
C -2.261 -1.256 -3.297 -0.200 0.002 0.012 0.006
C -3.548 -0.915 -2.620 -0.068 0.099 0.035 0.010
H 2.570 -2.974 1.790 -0.053 0.050 -0.029 0.000
H 1.707 -1.434 2.040 0.027 0.068 0.023 0.000
H 2.742 -1.618 0.628 0.029 0.092 0.025 0.001
H -1.323 -5.024 -2.637 0.052 -0.154 -0.203 0.008
H -2.108 -4.877 -4.218 0.077 0.027 -0.016 0.000
H -2.047 -6.452 -3.411 0.048 -0.029 -0.040 0.000
H -4.569 -6.453 -3.748 0.038 -0.086 -0.059 0.000
H -6.861 -6.942 -3.487 -0.041 -0.097 -0.062 0.000
H -7.811 -5.522 -3.041 -0.100 0.009 -0.034 0.000
H -7.481 -6.766 -1.837 -0.110 -0.090 -0.002 0.000
H -6.763 -4.436 -0.708 -0.060 0.031 0.108 0.001
H -5.754 -2.993 0.767 -0.044 0.035 0.051 0.000
H -4.507 -1.979 0.027 -0.029 0.070 0.123 0.003
H -4.039 -3.291 1.095 -0.049 0.115 0.131 0.000
H 0.528 -3.904 -1.936 0.216 -0.051 -0.125 0.009
H 1.762 -2.774 -2.487 0.071 -0.035 0.075 0.001
H 1.212 -4.058 -3.575 0.004 -0.020 0.011 0.001
H 1.094 -1.977 -5.037 0.081 -0.089 -0.044 0.000
H 0.508 -0.654 -6.863 0.054 0.022 -0.069 0.000
H -0.299 0.819 -6.318 0.018 0.089 -0.045 0.000
H -1.213 -0.412 -7.186 -0.030 0.026 -0.076 0.000
H -2.656 0.028 -4.959 -0.111 0.043 0.007 0.000
H -4.137 -0.235 -3.231 -0.082 0.020 -0.025 0.001
H -3.344 -0.427 -1.668 -0.081 0.022 0.071 0.002
H -4.125 -1.819 -2.431 -0.147 -0.013 0.028 0.003
```
Forces are in eV/Å.

---

C29H31LuN7O6 | wB97M-V/def2-TZVPD

Results
Electronic energy: -86912.870 eV
HOMO: -10.6996 eV
Energy above the lowest of the compared OMol25 structures with the same formula, charge and spin: 0.0 kJ/mol
2S+1: 1
Gap between HOMO and LUMO: 7.24 eV
LUMO energy: -3.5 eV
Net charge: +1

```
74
Properties=species:S:1:pos:R:3:forces:R:3:mulliken_charge:R:1
Lu 0.809 1.013 -0.243 -1.599 0.172 0.472 1.950
N -0.477 1.071 -2.352 0.119 -0.022 0.048 -0.530
C -0.016 -0.157 -3.052 0.434 -0.303 -0.143 -0.595
C 1.523 -0.161 -2.916 -0.102 -0.061 -0.046 0.446
O 2.211 0.201 -3.861 -0.112 -0.127 -0.088 -0.694
N 1.908 -0.487 -1.665 0.282 0.204 0.088 -0.082
C 3.349 -0.249 -1.384 0.095 -0.027 0.038 -0.841
C 3.111 0.878 -0.397 0.052 -0.109 -0.141 0.982
O 2.699 0.554 0.770 0.445 -0.356 0.190 -0.636
O 2.698 1.987 -0.858 0.520 0.268 -0.179 -0.621
H -0.163 1.871 -2.897 -0.089 0.028 0.009 0.292
H -1.491 1.115 -2.338 0.000 0.059 -0.019 0.251
H -0.458 -1.016 -2.543 0.078 -0.004 -0.116 0.180
H -0.246 -0.174 -4.119 -0.210 0.117 0.138 0.346
H 3.799 -1.112 -0.893 0.007 0.044 -0.090 0.241
H 3.901 0.061 -2.270 -0.031 -0.030 0.053 0.451
O -1.611 7.787 0.982 -0.041 -0.022 0.074 -0.491
C -0.801 7.500 -0.132 0.036 0.043 -0.105 -0.567
C -0.465 6.036 -0.133 0.086 0.017 -0.156 0.477
C 0.253 5.485 -1.193 -0.003 -0.143 0.086 -1.163
C 0.557 4.139 -1.164 -0.098 0.149 0.098 -0.477
N 0.174 3.334 -0.163 0.057 0.019 -0.178 -0.398
C -0.490 3.862 0.872 -0.012 0.105 -0.044 0.220
C -0.831 5.210 0.916 0.059 -0.221 -0.031 -0.814
C -0.785 2.928 1.992 -0.080 0.025 0.124 0.654
C -1.416 3.359 3.151 0.121 -0.108 -0.119 -0.795
C -1.616 2.471 4.200 0.051 -0.132 -0.047 0.729
C -2.320 2.920 5.455 -0.139 -0.085 0.049 -0.772
O -2.041 4.258 5.788 0.030 0.084 -0.029 -0.495
C -1.159 1.170 4.042 0.010 0.032 -0.160 -1.134
C -0.557 0.809 2.849 -0.039 0.024 0.134 -0.470
N -0.371 1.655 1.833 -0.040 0.081 0.026 -0.164
H -1.782 8.732 1.017 -0.006 0.021 0.003 0.318
H 0.138 8.068 -0.103 -0.051 -0.038 -0.028 0.351
H -1.309 7.741 -1.075 0.052 -0.013 0.068 0.334
H 0.584 6.089 -2.026 0.007 0.044 -0.017 0.461
H 1.154 3.686 -1.948 -0.014 0.012 0.016 0.545
H -1.368 5.632 1.748 -0.014 0.025 0.009 0.685
H -1.738 4.382 3.264 -0.010 0.010 0.018 0.562
H -2.097 2.231 6.278 0.011 0.053 -0.068 0.394
H -3.400 2.872 5.277 0.094 -0.028 0.039 0.270
H -1.148 4.318 6.141 -0.010 0.020 0.038 0.320
H -1.260 0.435 4.829 -0.020 -0.010 0.046 0.444
H -0.199 -0.201 2.706 -0.002 0.017 0.015 0.577
C 0.076 -3.813 -4.655 0.026 0.112 -0.147 -1.664
C 0.235 -4.422 -3.296 0.060 0.010 0.126 0.604
C 1.301 -4.071 -2.474 -0.047 -0.023 -0.066 -0.236
C 1.475 -4.650 -1.227 -0.073 -0.126 -0.092 -0.230
C 0.546 -5.573 -0.761 -0.067 -0.099 -0.031 0.091
N 0.643 -6.159 0.531 0.048 0.209 0.200 -0.073
C 1.213 -5.583 1.642 0.167 0.015 -0.402 0.230
O 1.707 -6.218 2.541 -0.043 -0.005 0.156 -0.639
N 1.247 -4.178 1.640 -0.129 -0.204 0.311 -0.087
C 0.265 -3.313 1.178 0.030 0.189 -0.078 -0.249
C -1.059 -3.685 0.936 0.116 0.169 0.066 -0.380
C -1.945 -2.745 0.442 0.147 0.170 -0.027 -1.199
C -1.495 -1.456 0.197 -0.041 -0.217 -0.001 -0.487
N -0.230 -1.100 0.422 0.115 0.315 0.118 0.700
C 0.630 -1.995 0.912 -0.153 -0.128 -0.219 -0.251
C -0.524 -5.935 -1.571 0.052 0.078 0.015 -0.402
C -0.666 -5.373 -2.827 -0.013 0.004 0.014 -0.793
H 0.836 -3.054 -4.835 0.028 0.025 -0.017 0.344
H -0.902 -3.346 -4.778 -0.048 -0.020 0.009 0.334
H 0.174 -4.570 -5.434 -0.012 -0.018 -0.036 0.449
H 2.022 -3.343 -2.820 0.031 0.034 -0.007 0.280
H 2.326 -4.378 -0.623 0.072 -0.002 0.030 0.480
H 0.551 -7.160 0.612 0.049 0.008 -0.045 0.263
H 1.934 -3.806 2.278 -0.035 -0.032 0.047 0.260
H -1.387 -4.692 1.139 -0.012 -0.115 0.006 0.538
H -2.973 -3.009 0.248 -0.043 0.003 -0.011 0.473
H -2.158 -0.693 -0.195 -0.033 -0.008 0.006 0.474
H 1.652 -1.652 1.052 -0.032 -0.091 0.002 0.575
H -1.248 -6.653 -1.212 -0.045 -0.068 0.040 0.433
H -1.499 -5.672 -3.450 -0.041 -0.021 -0.037 0.418
```
Forces are in eV/Å.

---

C7H18O3 | wB97M-V/def2-TZVPD

Results
Electronic energy: -13689.878 eV
HOMO: -9.0755 eV
SMILES: C=C(C)CCCCO.O.O
Energy above the lowest of the compared OMol25 structures with the same formula, charge and spin: 301.3 kJ/mol
2S+1: 1
Gap between HOMO and LUMO: 9.69 eV
LUMO energy: 0.6 eV
Net charge: 0

```
28
Properties=species:S:1:pos:R:3:forces:R:3:mulliken_charge:R:1
C 2.197 0.423 -0.105 1.451 1.040 -2.879 -0.865
C 1.532 0.628 1.013 -1.077 2.147 -1.083 1.040
C 1.623 -0.274 2.139 -0.259 -0.620 3.835 -1.414
C 0.453 1.733 1.083 1.027 1.914 -0.156 -1.204
C -0.801 1.414 0.236 1.873 -4.669 0.775 -0.261
C -0.331 1.393 -1.257 -0.507 -1.154 0.389 -0.573
C -1.526 1.096 -2.158 0.175 2.340 0.354 -0.661
O -2.379 0.122 -1.701 -1.209 -1.104 -3.124 -0.515
H 2.337 1.249 -0.974 -0.590 -2.102 2.276 0.363
H 2.618 -0.563 -0.353 0.493 0.670 0.383 0.238
H 0.959 -1.087 2.125 -1.189 -1.431 -0.673 0.183
H 2.563 -0.721 2.437 0.664 0.163 -0.793 0.419
H 1.285 0.087 3.169 0.319 0.623 -1.417 0.335
H 0.675 2.745 0.563 0.824 -1.476 1.049 0.315
H 0.380 1.972 2.163 -0.896 -0.101 -0.607 0.391
H -1.552 2.130 0.386 -1.143 0.979 0.198 0.384
H -1.217 0.286 0.639 0.930 2.971 -1.280 0.132
H 0.585 0.833 -1.535 -1.326 -1.233 0.812 0.303
H 0.203 2.279 -1.501 -0.614 1.940 -0.150 0.524
H -1.197 0.690 -3.078 0.437 0.247 -1.318 0.364
H -2.093 2.077 -2.307 0.524 -1.118 -0.079 0.221
H -2.412 -0.031 -0.811 0.179 -0.069 3.541 0.339
O -0.905 -2.565 1.293 -2.797 1.434 2.064 -0.566
H -0.514 -3.236 0.825 2.789 -2.222 -2.069 0.335
H -1.772 -2.983 1.224 -0.801 0.802 0.725 0.251
O 0.687 -2.573 -0.581 1.305 -1.571 -0.991 -0.737
H 0.090 -1.961 -0.958 -1.184 0.992 -0.891 0.375
H 0.953 -2.120 0.197 0.603 0.608 1.111 0.285
```
Forces are in eV/Å.

---

- Look up the net charge of the first one.
  0

---

- Which of these has the lowest net charge?
  C28H27N4O8PtSTe

---

- Which value of electronic energy does entry 6 give?
  -13689.878 eV

---

- 2S+1 of number 2 (H22O23S3Zn2)?
  2